This record from OMol25 describes a cluster of 5 separate species, C69H58O13P in total in a non-equilibrium geometry. The level of theory is the ωB97M-V functional and the def2-TZVPD basis.

Results
* HOMO-LUMO gap: 6.60 eV
* charge: +1

Each line ends with the Mulliken charge.
Positions of all 141 atoms, in Å:
C: -1.53409 3.17729 -3.28237  -0.27
O: -1.25904 3.62858 -4.67223  -0.40
C: 0.13471 3.36054 -5.05947  -0.50
C: 0.33515 2.16849 -6.16606  -0.56
C: -0.44392 0.76638 -5.83116  -0.50
C: -2.06927 0.90660 -6.19026  -0.13
C: -2.75284 -0.52685 -6.61402  -0.61
C: -4.05124 -0.28028 -7.62195  -0.60
C: -5.49291 -0.18355 -6.79754  -0.48
C: -6.05890 1.34812 -6.94778  -0.96
P: -7.96043 1.52063 -6.87647  0.74
O: -8.83474 0.27580 -7.74203  -0.53
C: -8.36220 3.24750 -7.68462  -0.49
C: -6.99759 4.18301 -7.45410  -0.02
O: -6.93330 4.96542 -6.36356  -0.44
C: -8.69926 1.59211 -5.11342  -0.48
C: -10.36266 1.76196 -5.13258  0.24
O: -10.97510 2.94568 -5.38233  -0.44
O: -11.28572 0.62748 -4.82371  -0.42
H: -0.96678 2.14237 -3.15274  0.17
H: -1.09719 3.96931 -2.52392  0.32
H: -2.67581 2.94629 -3.08495  0.00
H: 0.55078 4.36234 -5.55691  0.27
H: 0.75999 3.22401 -4.06810  0.31
H: 1.49822 1.90977 -6.17969  0.33
H: 0.05354 2.47378 -7.27355  0.27
H: -0.27148 0.34231 -4.75399  0.17
H: -0.01401 -0.05233 -6.58616  0.36
H: -2.57902 1.26166 -5.18639  -0.13
H: -2.20662 1.76882 -6.97088  0.29
H: -3.16135 -1.01470 -5.62496  0.26
H: -1.93626 -1.23979 -7.11343  0.37
H: -3.79853 0.72722 -8.20890  0.32
H: -4.05533 -1.16016 -8.41236  0.34
H: -5.27540 -0.45137 -5.66402  0.35
H: -6.20728 -1.01981 -7.20070  0.37
H: -5.73205 1.72159 -8.03314  0.40
H: -5.47444 2.06615 -6.19812  0.45
H: -9.83268 0.42349 -7.57932  0.41
H: -8.57223 3.01289 -8.81198  0.39
H: -9.22486 3.81045 -7.12919  0.38
H: -6.10614 4.22300 -8.21887  0.33
H: -8.30399 2.51444 -4.50695  0.42
H: -8.50071 0.61792 -4.47660  0.36
H: -11.43162 0.67531 -3.81819  0.37
C: -7.18881 1.44626 1.44810  -0.49
C: -6.53267 2.22779 0.49747  -0.83
C: -5.22434 1.91870 0.12196  -0.26
C: -4.56514 0.83129 0.70803  0.24
C: -5.21258 0.06490 1.67634  0.25
C: -6.53187 0.36600 2.03899  -0.67
C: -4.50983 -1.05387 2.33707  0.44
O: -5.07905 -1.72980 3.18521  -0.69
C: -3.10936 -1.34048 1.96747  0.41
C: -2.41245 -2.36122 2.62722  -0.80
C: -1.09189 -2.64767 2.27454  -0.41
C: -0.46819 -1.92409 1.25852  -0.52
C: -1.15819 -0.90300 0.60346  -0.56
C: -2.47839 -0.60440 0.96574  0.34
C: -3.18766 0.50099 0.29163  0.56
O: -2.63868 1.14047 -0.59824  -0.68
H: -8.21165 1.68152 1.73407  0.41
H: -7.04032 3.07742 0.04625  0.47
H: -4.72020 2.53012 -0.62463  0.53
H: -7.04845 -0.23623 2.78432  0.48
H: -2.89315 -2.93302 3.41942  0.49
H: -0.55090 -3.43718 2.79171  0.38
H: 0.55807 -2.15182 0.97862  0.42
H: -0.66313 -0.33911 -0.18542  0.49
C: 4.95519 -1.26878 2.33532  -0.66
C: 5.91247 -0.54879 3.04962  -0.60
C: 5.73035 -0.30562 4.41197  -0.75
C: 4.58084 -0.77365 5.06007  0.37
C: 3.61216 -1.47220 4.34047  0.81
C: 3.80516 -1.73054 2.97713  -1.05
C: 2.37267 -1.92749 5.00264  0.44
O: 1.52287 -2.54428 4.37206  -0.72
C: 2.16837 -1.62126 6.43252  0.33
C: 0.97244 -1.99625 7.05859  -0.46
C: 0.77660 -1.72232 8.41392  -0.57
C: 1.77530 -1.08339 9.14825  -0.48
C: 2.96536 -0.70370 8.52581  -0.57
C: 3.15790 -0.96467 7.16266  0.22
C: 4.40518 -0.52721 6.50518  0.57
O: 5.28151 0.03852 7.14876  -0.69
H: 5.10144 -1.46627 1.27564  0.53
H: 6.80273 -0.17796 2.54653  0.49
H: 6.48440 0.25268 4.96433  0.51
H: 3.05963 -2.28708 2.41190  0.54
H: 0.18894 -2.49832 6.49320  0.47
H: -0.15491 -2.00970 8.89681  0.41
H: 1.62598 -0.87636 10.20573  0.40
H: 3.73856 -0.20088 9.10436  0.47
C: 5.70239 -4.75112 4.79978  -0.14
C: 6.60649 -5.42219 5.62274  -0.71
C: 7.63806 -6.17482 5.05911  -0.60
C: 7.75896 -6.26681 3.66721  0.29
C: 6.84039 -5.61594 2.84458  0.02
C: 5.81630 -4.84661 3.41212  -0.65
C: 6.92866 -5.74643 1.37582  0.53
O: 6.12427 -5.17211 0.65240  -0.69
C: 7.99424 -6.58554 0.79229  0.22
C: 8.05456 -6.76476 -0.59590  -0.51
C: 9.06708 -7.54594 -1.15702  -0.47
C: 10.02515 -8.14106 -0.33677  -0.46
C: 9.96420 -7.96881 1.04687  -0.52
C: 8.94064 -7.19730 1.61295  0.11
C: 8.86385 -7.05053 3.07990  0.64
O: 9.70277 -7.57704 3.80184  -0.67
H: 4.90394 -4.15705 5.23896  0.46
H: 6.51006 -5.35806 6.70430  0.41
H: 8.34329 -6.69178 5.70780  0.46
H: 5.10362 -4.32455 2.77605  0.59
H: 7.31230 -6.30098 -1.24365  0.44
H: 9.10897 -7.68806 -2.23476  0.39
H: 10.81822 -8.74368 -0.77414  0.39
H: 10.71278 -8.44050 1.68131  0.46
C: 4.92697 4.57099 2.86494  -0.56
C: 4.80244 5.92203 2.54216  -0.47
C: 3.55750 6.44293 2.18572  -0.63
C: 2.43496 5.60729 2.14004  0.47
C: 2.56431 4.25153 2.43890  0.07
C: 3.81121 3.73426 2.81358  -0.69
C: 1.39712 3.35094 2.34588  0.46
O: 1.50914 2.16055 2.61169  -0.74
C: 0.09595 3.90360 1.91972  0.02
C: -1.00538 3.05042 1.77139  -0.64
C: -2.24293 3.56702 1.38163  -0.10
C: -2.38631 4.93451 1.14863  -0.72
C: -1.28953 5.78591 1.29019  -0.72
C: -0.04354 5.26746 1.66710  0.29
C: 1.11875 6.17070 1.77934  0.70
O: 0.99468 7.37198 1.57024  -0.69
H: 5.89538 4.16688 3.15166  0.42
H: 5.67458 6.57148 2.56990  0.39
H: 3.46682 7.49973 1.94005  0.46
H: 3.91709 2.67958 3.06152  0.75
H: -0.90269 1.98199 1.95444  0.57
H: -3.09550 2.90198 1.26198  0.42
H: -3.35194 5.33826 0.85204  0.46
H: -1.40788 6.85170 1.10184  0.46

---

This record from OMol25 describes a cluster of 8 separate species, C8H19Cl10N3O6 in total in a non-equilibrium geometry. The level of theory is the ωB97M-V functional and the def2-TZVPD basis.

Results
* HOMO-LUMO gap: 10.53 eV
* energy relative to the best compared isomer or geometry (same formula, charge and spin): 0.00 kcal per mole
* structure (SMILES): C[N+](=O)[O-].C[N+](=O)[O-].C[N+](=O)[O-].ClCCl.ClCCl.ClCCl.ClCCl.ClCCl

Each line ends with the Mulliken charge.
Positions of all 46 atoms, in Å:
C: -20.58403 7.99747 13.83813  -0.65
N: -20.15898 6.76041 14.53253  0.85
O: -19.61059 6.89001 15.59293  -0.39
O: -20.38867 5.71110 13.98458  -0.55
H: -21.07178 7.72779 12.90465  0.33
H: -19.69383 8.52391 13.49624  0.13
H: -21.25374 8.50700 14.52127  0.28
C: -16.45955 7.09445 17.02899  0.21
N: -15.71126 7.58240 15.83575  0.95
O: -14.60349 8.08822 15.98893  -0.61
O: -16.25240 7.41491 14.75352  -0.38
H: -16.22375 7.73820 17.87268  -0.35
H: -16.29060 6.03713 17.19139  0.24
H: -17.51272 7.30261 16.84675  -0.05
C: -14.48064 11.09962 18.41007  -0.53
N: -14.99741 11.98561 19.49479  0.87
O: -15.74627 12.89120 19.14680  -0.53
O: -14.77531 11.62319 20.63831  -0.51
H: -14.07900 11.71137 17.60694  0.31
H: -15.28046 10.45688 18.06465  0.10
H: -13.65906 10.55247 18.86469  0.28
Cl: -17.49583 9.19146 11.70647  -0.17
C: -15.83911 8.99390 12.25684  0.20
Cl: -14.70141 9.79157 11.11863  -0.19
H: -15.72527 9.50327 13.20218  0.16
H: -15.56060 7.95167 12.27945  -0.01
Cl: -18.46867 4.11585 17.00756  0.01
C: -19.46968 2.70695 16.69932  -0.38
Cl: -18.56508 1.31213 16.02211  -0.17
H: -19.89044 2.37753 17.64066  0.30
H: -20.23662 2.89643 15.95911  0.25
Cl: -20.14842 11.06481 18.50969  -0.17
C: -19.04251 9.70573 18.36313  0.07
Cl: -19.76080 8.19238 18.93845  -0.14
H: -18.68887 9.53264 17.34931  0.12
H: -18.15256 9.94211 18.94295  0.12
Cl: -13.91123 5.65743 12.97050  -0.13
C: -13.61414 4.96579 14.54320  -0.16
Cl: -15.05598 4.09036 15.16527  -0.14
H: -12.75980 4.30846 14.63707  0.38
H: -13.49285 5.84069 15.17611  0.02
Cl: -16.33091 5.66853 22.59930  -0.15
C: -15.00997 6.47966 21.77072  -0.34
Cl: -15.64393 7.63724 20.57734  -0.07
H: -14.34862 6.92402 22.50476  0.31
H: -14.48021 5.71358 21.21458  0.25

---

This record from OMol25 describes an isolated molecule of C2H6N4S in a non-equilibrium geometry. The level of theory is the ωB97M-V functional and the def2-TZVPD basis.

Results
* HOMO-LUMO gap: 9.28 eV
* energy relative to the best compared isomer or geometry (same formula, charge and spin): 95.12 kcal per mole
* structure (SMILES): C[C@]1(S)N=NNN1

Each line ends with the Mulliken charge.
Positions of all 13 atoms, in Å:
C: -0.50877 -1.32335 -0.28204  -1.05
C: 0.47360 0.17771 0.07488  0.50
S: 1.94111 0.16212 -0.94074  -0.27
N: 0.85727 0.22454 1.51420  -0.25
N: 0.51634 1.26330 2.09196  -0.32
N: -0.08789 2.11163 1.25298  -0.02
N: -0.25925 1.43109 -0.01728  -0.28
H: -1.40774 -1.04697 0.21386  0.34
H: -0.17025 -2.18564 0.33169  0.32
H: -0.35073 -1.56173 -1.38122  0.32
H: 2.73482 -0.14385 0.10712  0.16
H: -0.68090 2.88226 1.55599  0.26
H: -0.08459 1.83908 -0.90619  0.31

---

This record from OMol25 describes a structure of composition C18H24F6N7O5RuS3Se. The level of theory is the ωB97M-V functional and the def2-TZVPD basis.

Results
* HOMO-LUMO gap (alpha / beta): 7.23 / 7.08 eV
* ⟨S²⟩: 0.757
* energy relative to the best compared isomer or geometry (same formula, charge and spin): 0.00 kcal per mole
* multiplicity: 2

Each line ends with the Mulliken spin population.
Positions of all 65 atoms, in Å:
Ru: 0.08010 0.01854 0.27059  0.90
C: 4.14682 -0.61933 -0.90973  0.00
C: 2.84052 -0.55496 -0.19476  -0.03
N: 1.81693 0.07564 -0.67554  -0.01
N: 2.01021 0.82387 -1.80641  0.00
C: 1.26342 1.89848 -1.78364  0.01
N: 1.38476 2.76830 -2.83124  0.00
S: 0.12037 2.23891 -0.53057  0.02
C: 2.63210 -1.03639 1.14811  0.01
C: 3.56821 -1.75500 1.88572  -0.01
C: 3.30642 -2.04726 3.20732  0.00
C: 2.10943 -1.62933 3.76633  0.00
C: 1.20950 -0.94940 2.97280  0.02
N: 1.46082 -0.64962 1.69730  0.01
H: 4.35564 0.33208 -1.39144  0.00
H: 4.11057 -1.37891 -1.69447  0.00
H: 4.96031 -0.86359 -0.23064  0.00
H: 2.25441 2.71039 -3.33826  0.00
H: 1.03246 3.69771 -2.67599  0.00
H: 4.48927 -2.08094 1.42523  0.00
H: 4.02668 -2.60090 3.79496  0.00
H: 1.85727 -1.83248 4.79685  0.00
H: 0.24446 -0.67015 3.35929  0.00
F: -0.31227 4.60218 2.35857  0.00
C: -1.29361 3.76629 2.69921  0.00
F: -1.96062 3.41811 1.59177  0.00
F: -2.13197 4.40025 3.51528  0.00
S: -0.58637 2.26319 3.50982  0.01
O: 0.35192 1.74150 2.55144  0.01
O: -0.11026 2.71670 4.77419  0.00
N: -1.85355 1.34559 3.69501  0.00
S: -2.27402 0.19877 2.72011  0.00
O: -1.86014 0.37754 1.33642  -0.01
O: -2.12554 -1.10195 3.29272  0.00
C: -4.09155 0.49921 2.61029  0.00
F: -4.33771 1.61545 1.92189  0.00
F: -4.62434 0.61058 3.82259  0.00
F: -4.65803 -0.52818 1.97901  0.00
C: -1.15669 -4.04441 1.05142  0.00
C: 0.02076 -3.12419 0.74613  0.00
C: 0.88474 -3.69762 -0.37531  0.00
O: -0.50261 -1.88496 0.38881  0.04
H: -0.80989 -5.03947 1.34233  0.00
H: -1.78780 -4.13842 0.16528  0.00
H: -1.75361 -3.62189 1.85971  0.00
H: 0.63140 -3.05894 1.66494  0.00
H: 0.28598 -3.78336 -1.28517  0.00
H: 1.26984 -4.68682 -0.11364  0.00
H: 1.73498 -3.04617 -0.59727  0.00
C: -3.11273 2.09978 -2.07610  0.00
N: -2.16984 1.71984 -3.12006  0.00
C: -1.94130 2.39753 -4.29427  0.00
C: -0.97354 1.72219 -4.95456  0.00
N: -0.62465 0.64687 -4.17124  0.00
C: 0.39713 -0.33612 -4.50201  0.00
C: -1.36411 0.64615 -3.04900  0.00
Se: -1.34692 -0.62419 -1.65743  0.01
H: -3.73387 2.90862 -2.45269  0.00
H: -2.56704 2.42361 -1.19160  0.00
H: -3.72843 1.24282 -1.81694  0.00
H: -2.48451 3.28882 -4.55303  0.00
H: -0.50480 1.90898 -5.90401  0.00
H: 0.54891 -0.32243 -5.57839  0.00
H: 0.05424 -1.31804 -4.18816  0.00
H: 1.32176 -0.09905 -3.97787  0.00